Record 1
Computed, not measured: a structure of composition C35H37CuN9O2S2, with ωB97M-V with the def2-TZVPD basis set.

As for the spin multiplicity: 2. For the HOMO energy (spin up / spin down), the calculation gives -12.640 / -12.640 eV. For the gap between HOMO and LUMO (spin up / spin down), the calculation gives 6.908 / 6.496 eV. The value obtained for the total energy is -4435.70742 a.u. As for the total charge: +2. As for the energy above the lowest of the compared OMol25 structures with the same formula, charge and spin: 0.0 kcal per mole. The maximum force comes out at 0.5 eV/A.

Positions of all 86 atoms, in Å:
C: 3.77071 0.16182 -1.16815
S: 0.20930 -7.84037 1.09755
C: 2.37742 -0.18460 1.15739
H: -3.51385 -3.61064 2.09520
S: 0.96484 2.73125 -0.30363
C: -3.37138 -2.02809 5.07808
H: 2.47680 4.83958 0.58788
C: 1.46697 0.01665 -2.28817
C: 0.72062 0.38404 -4.34037
H: -0.93239 -5.16259 -2.22436
H: -1.14694 1.99056 -2.12192
Cu: -0.23405 -0.43308 -0.02616
H: -0.15435 -8.58137 -1.52732
N: -0.16097 -7.57465 -1.48414
C: -2.73926 -0.07623 -4.28535
C: -5.38592 -1.18765 -1.39073
H: -2.56573 -0.96528 -4.88144
H: -2.48797 1.52979 2.48549
H: 5.52411 0.23560 0.06454
H: -0.85483 -2.74189 -2.05972
H: 0.52104 1.42711 -4.58039
C: -0.48211 -0.27829 3.41220
C: -0.49654 -4.72406 -1.33800
H: -5.55165 -2.19348 -1.00432
C: -3.18971 2.18754 -2.75998
H: 0.81152 0.14154 5.16501
H: -2.62602 -1.51985 -1.49820
O: 1.88405 -0.42104 3.49913
C: -2.29956 -1.18902 4.82663
C: -1.71736 0.43954 -3.49616
H: -5.17141 -1.25238 -2.45796
C: -0.38366 -0.25854 -3.47562
H: -1.62120 -2.12210 1.64900
C: -3.17730 -2.92765 2.86513
H: -0.54239 -1.29494 -3.79089
C: 0.02051 -6.99950 -0.28463
H: 0.96188 -0.17792 -5.23696
H: -2.98376 2.74407 1.32762
N: 0.15475 -0.26230 2.06890
N: 1.73898 -0.17619 -0.00342
C: 0.70498 -0.57379 4.35557
C: 3.75040 -0.04756 1.23582
H: 0.86571 -2.88399 1.67612
O: 1.90811 0.35237 -3.48073
C: 2.39756 0.00594 -1.13938
H: -1.20120 4.32829 -0.93468
N: 0.23915 -0.30079 -2.13058
H: 1.44287 6.21542 0.40249
H: 4.28434 0.31788 -2.10571
C: 1.41816 -0.29655 2.27562
N: 1.58811 5.22293 0.32005
C: 0.52031 -4.79977 0.80337
H: -6.30562 -0.62229 -1.26429
H: -0.69359 5.91584 -0.47751
N: -0.01226 -2.68213 -0.18034
C: 0.01298 -5.48776 -0.29229
C: 4.44909 0.12170 0.04475
H: -4.64939 -3.56106 4.28992
N: -0.52006 4.92460 -0.50214
H: -0.83166 0.73985 3.59954
C: 0.48796 -3.42156 0.81549
H: -3.37612 3.07016 -2.16044
C: 0.65881 4.39026 -0.15600
H: -4.76983 0.13932 -4.94195
H: -5.13276 1.08272 0.57923
N: -2.15367 -0.08176 -0.11181
H: -1.35212 2.06125 1.22205
C: -4.27646 -0.51059 -0.66740
H: -1.97102 -0.50285 5.59948
C: -1.65036 -1.21481 3.59275
H: 0.92236 -5.35636 1.63778
C: -2.93554 0.77708 0.54645
N: -2.99296 -0.87145 -0.82327
C: -3.81412 -2.90346 4.09432
H: 0.70692 -1.59143 4.74271
C: -2.39517 1.83457 1.44282
C: -4.27472 0.54085 0.22306
H: -5.18131 2.14964 -3.56271
H: -3.86284 -1.99864 6.04075
C: -2.09974 -2.08656 2.61394
H: -0.16402 -7.06735 -2.35018
H: 4.24881 -0.06213 2.19436
C: -0.48509 -3.34448 -1.23788
C: -3.98354 0.54015 -4.31628
C: -4.21229 1.66969 -3.54566
C: -1.94205 1.58399 -2.73887

***

Record 2
Computed, not measured: a cluster of 2 separate species, C35H37F2N2O2 in total at a distorted geometry, with ωB97M-V with the def2-TZVPD basis set.

For the HOMO energy, the calculation gives -10.254 eV. For the gap between HOMO and LUMO, the calculation gives 4.800 eV. The value obtained for the total energy is -1815.33156 a.u. As for the total charge: +1. The maximum force comes out at 1.8 eV/A.

Positions of all 78 atoms, in Å:
C: -2.96708 -2.41844 5.72805
H: 1.85859 -0.40010 -3.33110
C: 1.33254 -1.78819 -0.21510
H: -2.86164 -3.68770 1.20424
H: -3.03103 -5.28738 2.79931
C: -1.84227 -4.15500 4.23591
H: -5.65185 4.65228 -3.04901
N: -1.67192 -2.36212 2.33317
C: 1.32676 -0.79364 -1.26939
O: 2.82875 -4.62854 -2.10091
H: -1.29188 -5.60602 2.70427
H: -0.34112 5.80643 -2.29111
C: 0.75054 -2.43218 2.18600
N: 0.84097 0.46327 -1.06533
C: -2.82682 -2.03859 3.20453
C: 0.75714 -1.42213 1.03640
C: 5.56917 5.44373 -2.97814
H: 0.72425 -3.46825 1.79858
H: -5.11531 6.06028 -2.11321
C: 1.60495 3.69921 -2.80041
H: -0.20936 -3.02397 5.18347
O: 1.86691 -2.27191 3.04254
H: 5.74983 6.03784 -3.88039
H: 0.98773 5.65005 -3.61457
H: 0.32482 -4.22145 3.98525
C: 0.35479 0.76981 0.13897
H: -3.72154 -2.08536 2.56864
C: 2.37001 -3.39714 -1.75850
C: -2.06930 2.91138 -2.94477
C: 0.28493 -0.14137 1.21635
C: 0.34436 3.10227 -2.57884
C: -3.55347 4.83373 -2.91992
C: -0.45157 -2.36043 3.15326
H: 2.78005 -2.67838 -3.75402
H: 6.33458 4.66748 -2.91613
H: -3.01387 -1.32057 5.75827
H: -1.92873 -4.87061 5.05770
H: 0.35196 2.03670 -2.37725
C: -4.90275 5.44530 -2.99547
F: 3.26396 6.89878 -3.50598
F: -2.62151 6.98876 -2.64098
H: 5.69467 6.10824 -2.11396
C: -1.92054 -3.76967 1.76593
H: -3.02565 -4.28185 6.73675
C: 1.88281 -3.06569 -0.47501
C: -0.92706 3.72552 -2.68233
C: 1.81463 5.04062 -3.26360
H: -1.91103 1.83880 -3.07873
H: 3.45811 -5.47757 -0.26629
C: -2.96332 -3.05319 4.35443
H: -5.02481 6.08385 -3.87855
H: -4.19547 2.81027 -3.24516
C: -3.00156 -3.19155 6.82698
H: 4.92079 2.81809 -2.54593
C: 2.77392 2.90721 -2.58783
C: -0.45362 -3.47991 4.21625
C: 2.82078 -5.70793 -1.13271
H: -2.70776 -1.01071 3.57066
H: -0.00886 1.79150 0.28292
C: -2.04105 -4.82212 2.85388
H: -1.12282 -4.00967 1.04976
C: 1.86403 -1.14919 -2.53885
C: 4.23178 4.80549 -2.98219
C: 3.09221 5.55999 -3.25270
H: -3.92303 -3.58076 4.20063
H: 1.79907 -5.95261 -0.80547
H: 2.69435 -2.32644 2.53698
C: -3.33415 3.45275 -3.05452
H: 3.24022 -6.55057 -1.68331
C: 4.03923 3.44182 -2.69987
H: -3.06061 -2.76356 7.82724
C: -2.43162 5.62997 -2.69970
H: 2.62659 1.85909 -2.31913
C: 2.37551 -2.40227 -2.78207
H: 1.90605 -3.80729 0.33116
C: -1.15504 5.13122 -2.53714
H: -0.14716 0.17329 2.16593
H: -0.41422 -1.38299 3.67122

***

Record 3
Computed, not measured: a structure of composition C35H37F5HgOP2Te at a distorted geometry, with ωB97M-V with the def2-TZVPD basis set.

For the HOMO energy (spin up / spin down), the calculation gives -6.547 / -6.547 eV. For the gap between HOMO and LUMO (spin up / spin down), the calculation gives 6.058 / 6.059 eV. The value obtained for the total energy is -3034.44172 a.u. As for the energy above the lowest of the compared OMol25 structures with the same formula, charge and spin: 23.7 kcal per mole. The maximum force comes out at 2.2 eV/A.

Positions of all 82 atoms, in Å:
H: -3.71064 3.47736 3.32891
C: 2.96099 1.21339 -1.76258
P: -1.99527 0.50176 -0.21561
H: -0.62956 2.42748 -0.65138
C: -3.28142 -1.81215 -1.28409
C: -5.33163 2.78913 0.41390
C: 2.90738 2.70183 -1.99957
H: -3.21054 -1.09918 2.99411
H: 2.89527 3.22428 -1.02767
C: 1.95100 -3.77811 -1.03826
F: -0.97129 -3.69367 2.91665
H: 3.15322 1.50470 -4.33205
H: -1.97889 2.06844 2.23584
C: -2.73781 -0.52537 -1.50866
H: 3.96815 -1.60933 1.47326
H: -0.87835 1.18421 -3.99822
H: 2.66350 -0.44097 5.82371
C: -3.66472 -2.09182 -3.65698
H: -4.00993 -2.69839 -4.49693
C: 0.79613 1.06445 0.12330
C: -3.10669 -0.83157 -3.89003
C: 2.33771 0.27399 2.48522
H: 3.83656 3.04900 -2.48995
C: 3.77238 1.09503 4.76459
H: 1.28992 1.49152 -5.63667
C: -3.11368 -1.43703 1.95585
H: 4.99366 -3.66064 0.50427
H: 1.55680 1.84248 0.00973
F: -0.88082 -4.64702 5.36682
H: 1.44125 -1.15329 3.80281
H: -4.33225 -3.48727 -2.16226
C: 3.98867 -3.36522 0.20568
C: -4.38343 1.97392 -0.19611
H: 0.73078 -0.09304 -5.10799
H: 1.37399 -4.42225 -1.70554
O: -0.68163 -1.22662 3.86824
H: 3.37303 1.86558 1.45063
C: 3.42400 -2.20630 0.74273
H: 4.34692 1.40247 5.63371
P: 1.34739 -0.32882 1.09341
C: -3.80920 -2.55069 -2.34737
H: -5.86992 3.92459 2.17404
H: 4.68919 2.55256 3.44923
C: 2.60480 0.28936 -2.66190
H: -4.54839 1.56089 -1.19035
C: 1.73070 3.24890 -2.86974
H: 0.38653 -2.31622 -0.81553
C: 2.15752 -0.34924 3.73461
C: -2.92982 2.25450 1.73092
C: 2.13246 -1.79064 0.36295
H: 2.42063 -0.75710 -2.38316
C: -0.45988 1.38680 -0.34325
C: 1.14201 0.85912 -4.73766
C: -5.10426 3.31656 1.69328
C: 3.25133 -4.15419 -0.68810
H: 3.69354 -5.06312 -1.08843
Hg: -1.02399 -1.01763 1.50644
H: -2.48443 1.03074 -2.96330
C: 0.15147 1.50828 -3.81793
H: -3.28321 -2.51718 1.87334
H: 2.13273 3.45501 -3.87345
C: -3.88991 3.05307 2.34297
Te: -0.77749 -2.89363 4.65083
H: -3.30969 -2.21924 -0.27994
H: -3.85018 -0.88364 1.35866
H: -6.26133 3.00800 -0.11071
C: 3.24018 1.34890 2.40111
C: -2.75282 -0.01639 -2.81468
F: -0.51480 -2.25135 6.41848
F: -2.66929 -2.82449 4.83631
C: 2.53921 0.61333 -4.12733
C: 3.97014 1.73571 3.53410
H: -2.95569 -0.47107 -4.90560
C: 1.40369 -2.60218 -0.53554
H: -0.42496 3.01723 -2.47178
H: 3.41457 0.91703 -0.80638
C: 2.84504 0.05577 4.87057
H: 3.00200 -0.21910 -4.68194
C: 0.41525 2.52282 -2.98319
F: 1.10202 -3.20236 4.49305
H: 1.47258 4.23244 -2.44358
C: -3.18846 1.66491 0.47711